One molecule with the formula C5H6 in a non-equilibrium geometry. Source: the Open Molecules 2025 dataset; level of theory: ωB97M-V/def2-TZVPD.

Last columns: bonded neighbours and bond lengths (Å).
CARTESIAN COORDINATES (ANGSTROEM)
1 C -0.865 0.824 -0.029  C4 1.458, C5 1.331, H7 1.101
2 H 2.030 -0.312 -0.726  C8 1.121
3 H 1.755 -0.267 0.982  C8 1.163
4 C -1.092 -0.616 0.009  C1 1.458, H6 1.054, C11 1.343
5 C 0.427 1.143 0.009  C1 1.331, C8 1.482, H9 1.105
6 H -2.051 -1.051 0.048  C4 1.054
7 H -1.737 1.494 0.035  C1 1.101
8 C 1.178 -0.134 -0.019  H2 1.121, H3 1.163, C5 1.482, C11 1.487
9 H 0.851 2.163 -0.035  C5 1.105
10 H 0.514 -2.234 -0.062  C11 1.121
11 C 0.125 -1.183 -0.010  C4 1.343, C8 1.487, H10 1.121

Values from the calculation:
**Highest occupied orbital energy**: -8.59 eV
**Orbital gap**: 9.8 eV
**Energy above the lowest of the compared OMol25 structures with the same formula, charge and spin**: 0.358 eV
**DFT total energy**: -5280.84124 eV
**Net charge**: 0
**F_max**: 0.05346 Eh/bohr
**SMILES**: C1=CCC=C1

natural (NBO) population analysis, charges in e, atoms 1 to 5: atom 1 (C): -0.22, atom 2 (H): 0.25, atom 3 (H): 0.25, atom 4 (C): -0.25, atom 5 (C): -0.21